Record 1
Below is a 3-piece molecular cluster, C21H48NO11P3 overall in a non-equilibrium geometry, with properties calculated with ωB97M-V with the def2-TZVPD basis set.

Last column: Löwdin charge in e.
Positions of all 84 atoms, in Å:
C 1.2999 -3.8082 2.4411  0.03
C 2.3026 -3.4779 1.5003  -0.11
C 3.5362 -3.0574 0.5060  -0.22
C 3.2281 -1.5546 -0.1015  -0.28
C 2.5433 -1.6137 -1.5890  -0.35
P 1.5097 -0.0767 -2.0675  0.94
C 1.3747 1.1979 -0.6511  -0.39
C 2.7844 1.9232 -0.2296  -0.22
C 2.4214 2.8881 1.0868  -0.18
C 1.7403 4.2946 0.5826  -0.21
O 2.7254 5.0799 -0.2071  -0.27
C 3.7938 5.5697 0.7085  -0.13
O -0.1078 -0.6841 -2.3201  -0.45
C -1.0635 0.3868 -2.6390  -0.27
C -2.5579 -0.3585 -2.7366  -0.18
N -2.9499 -0.6477 -1.2896  -0.12
C -3.9540 0.3661 -0.7872  -0.19
C -4.4292 0.0287 0.7602  -0.35
C -3.6387 0.9056 1.9030  -0.10
O -5.8880 0.2926 0.9640  -0.14
H 0.3536 -4.1177 3.0649  0.04
H 4.5399 -3.1069 1.1500  0.12
H 3.5977 -3.7975 -0.4275  0.12
H 2.6156 -0.9199 0.6731  0.10
H 4.2882 -1.0221 -0.2035  0.11
H 1.8200 -2.5633 -1.5835  0.10
H 3.3720 -1.8646 -2.3920  0.09
H 0.7862 0.7038 0.2365  0.09
H 0.6675 2.0699 -1.0565  0.08
H 3.6485 1.1967 0.0767  0.09
H 3.1573 2.6206 -1.0971  0.12
H 1.5613 2.2956 1.6634  0.12
H 3.3250 3.0110 1.8222  0.11
H 1.3368 4.9488 1.4659  0.12
H 0.8155 4.0769 -0.1393  0.13
H 3.3402 5.8976 1.7518  0.10
H 4.5722 4.7079 0.8824  0.09
H 4.3782 6.4955 0.2856  0.10
H -0.8417 0.9524 -3.6555  0.12
H -1.1871 1.2063 -1.8070  0.10
H -3.2912 0.4359 -3.1842  0.11
H -2.4865 -1.3406 -3.3790  0.13
H -3.2607 -1.6348 -1.1566  0.11
H -4.9407 0.2705 -1.4522  0.13
H -3.5250 1.4799 -0.7994  0.14
H -4.2415 -1.1177 1.0131  0.14
H -3.8503 2.0726 1.7752  0.10
H -2.4802 0.6728 1.9698  0.09
H -4.0708 0.6242 2.9796  0.09
H -5.9931 0.3432 1.9651  0.09
C -5.9282 -4.6519 3.8635  -0.16
O -6.1735 -3.3728 4.4141  -0.28
P -7.7544 -2.7717 4.0499  0.75
O -7.2718 -1.3414 4.3123  -0.27
O -8.3401 -3.4236 5.4441  -0.28
C -7.6561 -3.1820 6.6615  -0.12
O -9.3351 -2.1706 3.6856  -0.24
C -9.5289 -1.9163 2.3084  -0.16
H -4.9187 -4.9666 4.1369  0.09
H -6.6476 -5.3753 4.2553  0.08
H -6.0059 -4.6059 2.7740  0.08
H -7.0664 -2.2625 6.6361  0.09
H -6.9992 -4.0297 6.8751  0.09
H -8.3912 -3.1031 7.4667  0.09
H -9.3802 -2.8382 1.7393  0.08
H -8.8319 -1.1490 1.9628  0.08
H -10.5527 -1.5664 2.1560  0.09
C 9.0492 0.0764 -4.0774  -0.16
O 7.6882 -0.1201 -3.7476  -0.28
P 6.7798 1.3520 -3.7204  0.75
O 5.7294 0.6882 -2.8242  -0.28
O 6.3694 1.1458 -5.3019  -0.28
C 5.8508 -0.1035 -5.7246  -0.11
O 5.8715 2.8241 -3.6932  -0.24
C 6.2761 3.7075 -2.6662  -0.16
H 9.5554 -0.8914 -4.0795  0.09
H 9.1354 0.5281 -5.0688  0.08
H 9.5195 0.7246 -3.3333  0.08
H 5.3809 -0.6600 -4.9102  0.08
H 6.6620 -0.6994 -6.1520  0.09
H 5.1042 0.0726 -6.5035  0.09
H 7.3308 3.9654 -2.7968  0.08
H 6.1242 3.2461 -1.6874  0.08
H 5.6773 4.6192 -2.7303  0.09

Computed properties:
HOMO ... -0.27016 Ha
SMILES string ... C#CCCCP(CCCCOC)OCCNC[C@@H](C)O.COP(=O)(OC)OC.COP(=O)(OC)OC
Total charge ... 0


Record 2
Below is a 4-piece molecular cluster, C21H48NO3P2 overall, with properties calculated with ωB97M-V with the def2-TZVPD basis set.

Last column: Löwdin charge in e.
Positions of all 75 atoms, in Å:
C 1.5650 0.1233 2.1517  -0.08
C 0.1218 -0.4000 2.0613  -0.23
C -0.3981 -0.5613 0.6362  -0.20
C -0.9680 0.6651 -0.0962  -0.49
C -2.1206 1.3789 0.6416  -0.08
P 0.2250 1.8785 -0.7364  1.00
P 1.8069 0.7669 -1.8386  0.62
N 1.3449 -0.5214 -2.5427  -0.26
C 0.7494 3.2658 0.3528  -0.48
C 0.5249 2.9938 1.8488  -0.08
C 2.1928 3.7091 0.0608  -0.27
C 2.4218 4.3164 -1.3296  -0.11
H 2.2471 -0.6626 2.4756  0.09
H 1.6723 0.9492 2.8573  0.06
H 1.9425 0.4791 1.1847  0.03
H 0.0688 -1.3769 2.5422  0.10
H -0.5480 0.2282 2.6567  0.08
H -1.2125 -1.2933 0.6167  0.13
H 0.4030 -0.9953 0.0266  0.09
H -1.3814 0.3180 -1.0474  0.09
H -3.0599 0.8976 0.3718  0.09
H -1.9957 1.3191 1.7217  0.07
H -2.2259 2.4321 0.3724  0.08
H -0.4325 2.4631 -1.8183  0.04
H 2.2975 1.8193 -2.6244  -0.02
H 2.8335 0.6795 -0.8861  -0.01
H 0.3709 -0.7745 -2.4637  -0.01
H 0.0933 4.0776 0.0163  0.12
H 0.0223 3.8442 2.3092  0.10
H 1.4863 2.8552 2.3467  0.08
H -0.0731 2.1081 2.0466  0.03
H 2.8713 2.8695 0.2469  0.10
H 2.4329 4.4470 0.8306  0.12
H 1.5336 4.2419 -1.9662  0.06
H 3.2438 3.8491 -1.8734  0.07
H 2.6619 5.3782 -1.2697  0.08
C -1.7248 -3.0908 6.2571  -0.16
C -2.1290 -1.6202 6.1436  -0.16
C -0.8192 -0.9838 5.6947  -0.21
O -0.1503 -1.9669 4.9040  -0.17
C -0.7833 -3.2407 5.0694  -0.20
H -2.5665 -3.7795 6.2116  0.11
H -1.1895 -3.2655 7.1914  0.12
H -2.8996 -1.4947 5.3802  0.11
H -2.4997 -1.1971 7.0756  0.11
H -0.1928 -0.7174 6.5515  0.12
H -0.9618 -0.0875 5.0858  0.10
H -1.3350 -3.4930 4.1567  0.12
H -0.0078 -3.9910 5.2216  0.12
C 2.7006 -3.4266 -3.3206  -0.19
C 2.9961 -4.8876 -3.6623  -0.17
C 4.0879 -5.2206 -2.6532  -0.20
O 3.8069 -4.4300 -1.4969  -0.14
C 2.8298 -3.4413 -1.8003  -0.23
H 1.7249 -3.0820 -3.6552  0.09
H 3.4564 -2.7718 -3.7583  0.11
H 2.1133 -5.5055 -3.4872  0.11
H 3.3193 -5.0383 -4.6910  0.11
H 5.0778 -4.9585 -3.0405  0.12
H 4.1016 -6.2695 -2.3571  0.12
H 1.8771 -3.7101 -1.3259  0.11
H 3.1595 -2.4864 -1.3871  0.09
C -3.9947 2.9075 -4.1734  -0.16
C -3.8645 1.4316 -4.5518  -0.16
C -2.7726 0.9661 -3.6000  -0.21
O -2.9175 1.7606 -2.4093  -0.21
C -3.8214 2.8523 -2.6628  -0.19
H -4.9479 3.3446 -4.4631  0.12
H -3.1969 3.4937 -4.6326  0.12
H -4.7961 0.9021 -4.3491  0.12
H -3.6003 1.2711 -5.5949  0.12
H -1.7768 1.1314 -4.0294  0.11
H -2.8622 -0.0867 -3.3248  0.12
H -4.7703 2.6532 -2.1580  0.12
H -3.3888 3.7609 -2.2408  0.12

Computed properties:
HOMO ... -0.40578 Ha
Total charge ... +1


Record 3
Below is C21H49BNO5Sn as an isolated structure in a non-equilibrium geometry, with properties calculated with ωB97M-V with the def2-TZVPD basis set.

Last column: Löwdin charge in e.
Positions of all 78 atoms, in Å:
Sn 1.6785 2.1852 0.9335  1.67
B -0.2055 -0.1608 0.2772  -0.53
H -0.2442 0.3879 -0.6511  -0.06
H -0.6699 0.4710 1.0184  -0.08
H -0.6489 -1.1442 0.2557  -0.01
H 0.8371 -0.2548 0.5383  -0.11
C 3.1832 -1.3297 1.2123  -0.07
C 4.2699 -0.7029 0.2887  -0.21
N 3.6355 0.2034 -0.7215  -0.20
C 2.7885 -0.5479 -1.6936  -0.24
C 1.9567 0.3905 -2.5508  -0.09
C 4.6421 1.0145 -1.4106  -0.25
C 5.5608 0.1384 -2.2960  -0.07
H 2.6125 -0.5341 1.6914  0.01
H 3.6999 -1.9805 1.9177  0.09
H 2.4849 -1.9636 0.6660  0.06
H 4.9661 -0.0676 0.8362  0.12
H 4.8004 -1.5311 -0.1814  0.11
H 3.3353 -1.2692 -2.3009  0.12
H 1.9740 -1.1360 -1.2708  0.08
H 2.5526 0.9094 -3.3017  0.08
H 1.2000 -0.2011 -3.0661  0.07
H 1.3275 1.0653 -1.9703  0.03
H 5.2694 1.5812 -0.7225  0.11
H 4.1020 1.7008 -2.0629  0.10
H 4.9863 -0.2968 -3.1137  0.07
H 6.1316 -0.6386 -1.7875  0.08
H 6.3145 0.7349 -2.8099  0.08
C -1.9693 2.5699 4.2329  0.00
C -1.8183 2.5201 2.7025  -0.47
O -1.0209 3.2640 2.1791  -0.03
C -2.7444 1.5937 1.9144  -0.02
H -2.5284 1.6845 4.5353  0.08
H -2.4770 3.5057 4.4665  0.09
H -0.9925 2.6590 4.7082  0.08
H -2.4508 0.5577 2.0831  0.08
H -2.5996 1.6973 0.8390  0.05
H -3.7529 1.6814 2.3187  0.10
C -0.5652 -2.2707 -2.7454  -0.02
C -0.7910 -3.4687 -1.8845  -0.48
O -1.7725 -4.1766 -2.0737  0.06
C 0.3130 -3.8618 -0.9500  -0.01
H 0.2724 -2.4489 -3.4198  0.10
H -0.3833 -1.4000 -2.1153  0.04
H -1.4536 -1.9958 -3.3141  0.09
H 1.2543 -3.9678 -1.4892  0.09
H 0.0691 -4.7406 -0.3530  0.09
H 0.4411 -3.0320 -0.2550  0.05
C -3.9537 -0.3029 -0.9067  -0.01
C -4.4919 -0.7572 -2.3056  -0.45
O -4.7093 0.0183 -3.2353  0.04
C -4.6573 -2.2595 -2.4544  -0.01
H -4.5857 -0.7524 -0.1408  0.08
H -3.9294 0.7778 -0.7665  0.05
H -2.9432 -0.7060 -0.8403  0.07
H -5.0279 -2.5389 -1.4682  0.08
H -3.7445 -2.7427 -2.8029  0.07
H -5.3829 -2.4401 -3.2475  0.09
C -1.7217 2.4207 -2.9266  0.00
C -1.6462 3.0944 -1.5814  -0.43
O -0.5441 3.1579 -1.0058  -0.07
C -2.9495 3.6758 -1.0536  0.00
H -0.7017 2.1831 -3.2287  0.08
H -2.1460 3.1182 -3.6488  0.10
H -2.3939 1.5629 -2.9041  0.08
H -3.1405 4.6847 -1.4194  0.10
H -2.8968 3.7324 0.0337  0.07
H -3.7365 2.9759 -1.3342  0.08
C 1.0700 -0.0833 5.9113  -0.01
C 0.9202 -0.1520 4.4582  -0.50
O 1.2397 0.7855 3.7298  -0.05
C 0.3856 -1.4246 3.8695  0.01
H 2.0726 -0.3714 6.2275  0.11
H 0.5111 -0.9096 6.3508  0.09
H 0.7823 0.9136 6.2453  0.10
H 0.3828 -1.2694 2.7906  0.07
H -0.6177 -1.5434 4.2786  0.10
H 0.9850 -2.2414 4.2717  0.10

Computed properties:
HOMO ... -0.41436 Ha
Total charge ... +1


What did we get for calculated total energy? Answer: -2734.80142, -1791.78777, -1499.23000 a.u., in the order shown.